## one
C30H55FO24 | wB97M-V/def2-TZVPD

Each line ends with the Mulliken charge.
Element x y z (Å)
F  2.23  2.00  2.81  -0.2775
O  4.96  -3.63  -1.74  -0.3174
O  -1.83  -2.83  4.51  -0.2928
O  1.42  2.13  0.70  -0.2985
O  -6.69  -1.22  -4.82  -0.2200
O  -1.39  9.14  1.16  -0.3008
O  0.38  10.06  0.00  -0.5445
O  -6.87  -3.33  -5.25  -0.3368
O  7.93  5.06  1.92  -0.3254
O  -0.29  -2.96  -9.50  -0.5549
O  -5.83  -2.11  -6.76  -0.6260
O  -0.24  1.31  -0.57  -0.5618
O  5.77  -4.76  0.06  -0.5515
O  1.45  -2.71  -7.96  -0.2866
O  0.28  -3.48  3.70  -0.5935
O  9.50  3.61  2.40  -0.2597
O  6.87  -3.18  -1.07  -0.2762
O  -1.68  -3.52  2.36  -0.2488
O  1.64  -4.25  -9.53  -0.2861
O  -7.61  0.37  9.75  -0.5792
O  -5.81  0.85  8.45  -0.2250
O  9.08  4.18  0.19  -0.5441
O  -0.65  2.61  1.25  -0.3299
O  -5.66  -0.80  9.82  -0.3124
O  -1.27  11.29  0.99  -0.3172
C  -2.18  11.09  2.01  -0.2913
C  -6.49  1.82  7.66  -0.2080
C  -3.61  -3.51  0.88  -1.2181
C  -6.83  -4.55  -6.01  -0.6558
C  -0.96  -3.18  3.50  0.6953
C  1.15  -5.06  -10.58  -0.2009
C  8.85  4.21  1.37  0.7194
C  5.93  -3.98  -0.83  0.7274
C  7.13  5.91  1.08  -0.6321
C  8.09  -3.43  -0.52  -0.6773
C  -6.40  -2.22  -5.64  0.7890
C  0.81  -3.24  -9.05  0.6950
C  -6.00  -1.59  10.87  -0.6562
C  -2.49  9.63  1.73  -0.3538
C  0.09  3.09  2.36  -0.2623
C  -6.12  0.01  -5.02  -0.2018
C  -5.75  2.00  6.35  -1.1189
C  0.98  -1.56  -7.33  -0.6155
C  10.64  2.80  2.07  -0.1612
C  -6.49  0.13  9.29  0.7306
C  -1.29  -2.56  5.85  -0.6582
C  -3.04  -3.05  2.24  -0.0985
C  1.53  2.75  1.95  0.3519
C  -6.61  0.89  -3.84  -1.1895
C  -0.65  10.16  0.64  0.6857
C  10.95  1.83  3.23  -1.2067
C  0.52  -6.26  -9.80  -1.0686
C  3.82  -4.42  -2.01  -0.2841
C  0.14  1.91  0.42  0.6919
C  4.15  -5.39  -3.17  -0.9566
H  -3.72  -3.26  3.07  0.3007
H  -1.82  11.24  3.03  0.2598
H  1.32  -6.76  -9.26  0.2933
H  -6.51  2.77  8.19  0.2648
H  -4.78  2.38  6.65  0.2761
H  0.48  -4.49  -11.23  0.3287
H  2.09  3.67  1.80  0.2017
H  -0.40  -3.16  6.08  0.3192
H  -3.02  -3.14  0.05  0.3066
H  8.43  -4.44  -0.76  0.3088
H  10.49  2.28  1.12  0.3174
H  -4.63  -3.14  0.78  0.3846
H  -6.06  1.83  -3.77  0.3609
H  4.12  -4.86  -4.12  0.2611
H  -3.76  -4.59  0.84  0.3299
H  -7.22  -4.23  -6.97  0.3208
H  5.14  -5.81  -3.00  0.2852
H  -5.03  -0.05  -4.95  0.2982
H  10.12  1.17  3.48  0.3172
H  6.55  5.25  0.44  0.2778
H  -2.09  -2.86  6.52  0.2364
H  -0.04  4.17  2.41  0.2392
H  1.99  -5.53  -11.11  0.2236
H  -6.45  -1.03  11.68  0.3103
H  -3.00  -1.97  2.20  0.2698
H  11.54  3.41  1.93  0.2600
H  -3.14  11.60  1.93  0.2947
H  -1.14  -1.49  6.01  0.2679
H  0.15  -7.03  -10.47  0.3745
H  -6.67  -2.36  10.49  0.2850
H  11.17  2.37  4.15  0.2986
H  3.56  -4.81  -1.03  0.3380
H  -7.47  -5.25  -5.48  0.2306
H  -7.53  1.54  7.50  0.3414
H  6.65  6.67  1.70  0.2518
H  8.08  -3.28  0.56  0.3035
H  -5.91  -5.03  -6.36  0.3030
H  8.69  -2.62  -0.93  0.2307
H  -7.62  1.14  -4.13  0.3052
H  2.94  -3.81  -2.21  0.2735
H  1.50  -1.40  -6.39  0.2053
H  -5.62  1.09  5.76  0.2934
H  1.19  -0.76  -8.04  0.2868
H  -5.12  -2.05  11.33  0.2270
H  -3.42  9.46  1.19  0.2963
H  -0.24  2.58  3.26  0.2445
H  11.77  1.13  3.10  0.3856
H  -6.70  0.41  -2.86  0.3176
H  -2.52  9.18  2.73  0.2710
H  7.66  6.56  0.38  0.3016
H  -0.10  -1.59  -7.16  0.3017
H  -6.43  0.43  -5.98  0.3046
H  -6.19  2.72  5.66  0.3713
H  3.47  -6.24  -3.23  0.3353
H  -0.32  -6.06  -9.14  0.3034

Computed properties:
multiplicity = 1
molecular weight = 818.74 g/mol
SMILES = O=C1OC[C@@H](F)O1.CCOC(=O)OC.CCOC(=O)OC.CCOC(=O)OC.CCOC(=O)OC.CCOC(=O)OC.CCOC(=O)OC.O=C1OCCO1


## two
C30H55FO24 | wB97M-V/def2-TZVPD

Each line ends with the Mulliken charge.
Element x y z (Å)
F  -21.94  -12.13  -2.19  -0.3729
O  -16.91  -15.65  0.14  -0.3031
O  -22.06  -18.83  -1.14  -0.3892
O  -20.48  -17.01  -6.76  -0.3887
O  -25.73  -16.46  -6.40  -0.3299
O  -22.57  -13.81  -0.86  -0.3650
O  -26.65  -11.00  2.74  -0.2749
O  -17.58  -11.80  0.11  -0.3222
O  -23.05  -19.98  -3.07  -0.5824
O  -19.79  -14.97  -6.87  -0.3353
O  -21.28  -20.81  -1.83  -0.3582
O  -26.03  -18.03  -7.81  -0.3491
O  -24.98  -18.61  -5.83  -0.6143
O  -26.77  -17.01  2.95  -0.2631
O  -16.16  -14.68  -1.74  -0.3011
O  -28.30  -15.44  2.09  -0.6156
O  -23.78  -14.55  -2.52  0.0356
O  -21.80  -15.52  -6.01  -0.5324
O  -28.60  -10.28  1.66  -0.5982
O  -16.23  -12.12  1.72  -0.2947
O  -24.75  -14.43  -0.36  -0.5345
O  -18.41  -14.86  -1.40  -0.5640
O  -18.44  -12.16  2.22  -0.6150
O  -26.94  -16.91  0.80  -0.2840
O  -27.70  -12.31  1.41  -0.1535
C  -17.27  -15.00  -1.00  0.6536
C  -26.27  -9.79  3.38  -0.7233
C  -27.40  -16.50  -0.50  -0.0653
C  -19.06  -13.08  -7.98  -1.2409
C  -25.58  -17.75  -6.59  0.7823
C  -26.99  -16.53  4.22  -0.1771
C  -19.84  -13.54  -6.70  -0.0948
C  -20.82  -15.77  -6.60  0.7812
C  -25.75  -19.23  -8.55  -0.7110
C  -25.82  -17.01  4.96  -1.1710
C  -15.80  -12.41  3.04  -0.2399
C  -27.71  -11.08  1.89  0.6651
C  -21.29  -18.06  -6.67  -0.5491
C  -27.42  -16.36  1.94  0.7896
C  -22.54  -14.30  -3.08  -0.2354
C  -21.85  -13.51  -1.99  0.5510
C  -14.27  -12.28  3.22  -1.1277
C  -28.57  -12.75  0.36  0.1293
C  -25.44  -15.75  -5.21  0.2831
C  -26.75  -15.52  -4.34  -1.2688
C  -18.96  -11.59  -0.38  -0.7465
C  -22.87  -17.69  -1.27  -0.2634
C  -27.94  -12.42  -1.03  -1.1995
C  -15.04  -15.08  -1.01  -0.2048
C  -15.56  -15.98  -0.01  -0.4040
C  -22.21  -19.90  -2.10  0.6793
C  -19.99  -21.81  -3.75  -0.9490
C  -23.79  -14.30  -1.18  0.5089
C  -17.48  -12.11  1.43  0.8069
C  -21.08  -21.97  -2.67  -0.2568
H  -21.80  -18.13  -5.71  0.2305
H  -28.17  -11.44  -1.44  0.4463
H  -26.18  -18.03  5.06  0.2869
H  -26.91  -12.76  -1.10  0.1821
H  -20.80  -13.73  -1.80  0.0230
H  -20.05  -22.26  -4.74  0.3367
H  -22.09  -17.88  -7.40  0.2813
H  -25.77  -16.60  5.97  0.3590
H  -25.11  -14.76  -5.53  0.1651
H  -22.89  -17.19  -0.30  0.2572
H  -27.47  -14.85  -4.82  0.3699
H  -20.92  -22.86  -2.06  0.3820
H  -24.68  -16.20  -4.56  0.1762
H  -19.25  -10.54  -0.38  0.4521
H  -24.87  -17.01  4.42  0.2921
H  -13.83  -12.75  2.34  0.2583
H  -18.15  -13.65  -8.17  0.3344
H  -15.11  -15.85  0.97  0.2697
H  -25.52  -20.18  -8.07  0.3242
H  -16.09  -13.44  3.25  0.2911
H  -19.60  -13.37  -8.88  0.3215
H  -14.52  -15.70  -1.74  0.2799
H  -23.84  -18.18  -1.36  0.3396
H  -16.34  -11.86  3.82  0.3414
H  -26.67  -19.39  -9.11  0.2822
H  -19.03  -22.07  -3.31  0.2710
H  -18.87  -12.01  -8.00  0.3707
H  -18.93  -11.98  -1.40  0.1751
H  -21.98  -22.18  -3.25  0.2673
H  -25.95  -10.07  4.38  0.2589
H  -19.80  -12.08  0.11  0.3575
H  -28.48  -13.09  -1.69  0.3927
H  -28.31  -16.97  -0.87  0.3905
H  -21.95  -15.20  -3.25  0.1485
H  -29.59  -12.37  0.49  0.3186
H  -13.88  -11.26  3.18  0.3181
H  -28.55  -13.84  0.26  -0.0467
H  -27.11  -15.45  4.28  0.3148
H  -19.43  -13.41  -5.70  0.2776
H  -14.55  -14.26  -0.49  0.2614
H  -19.93  -20.75  -4.01  0.2547
H  -22.71  -13.81  -4.04  0.3129
H  -24.83  -19.17  -9.13  0.2939
H  -20.82  -13.07  -6.73  0.2598
H  -26.59  -16.77  -1.18  -0.0240
H  -15.51  -17.02  -0.32  0.2740
H  -20.72  -18.89  -7.07  0.2578
H  -25.40  -9.27  2.95  0.2709
H  -27.56  -15.42  -0.50  -0.1097
H  -26.63  -14.87  -3.47  0.2625
H  -22.59  -16.99  -2.07  -0.0614
H  -27.20  -16.38  -3.85  0.3688
H  -27.08  -9.10  3.58  0.3333
H  -27.86  -16.92  4.74  0.2881
H  -13.91  -12.81  4.09  0.3636

Computed properties:
multiplicity = 1
molecular weight = 818.74 g/mol
SMILES = O=C1OC[C@@H](F)O1.CCOC(=O)OC.CCOC(=O)OC.CCOC(=O)OC.CCOC(=O)OC.CCOC(=O)OC.CCOC(=O)OC.O=C1OCCO1


one is the most stable structure; the next one sits 0.0288 hartree above it.


## one
C4H4Br2 | wB97M-V/def2-TZVPD

Each line ends with the natural charge from an NBO analysis.
Element x y z (Å)
Br  2.44  1.36  -1.35  0.1875
Br  -0.71  -2.56  1.07  0.0606
C  -0.72  -0.65  0.82  -0.2411
C  -1.19  -0.04  -0.39  -0.3245
C  0.31  -0.29  -0.48  -0.2627
C  1.01  0.90  -0.42  -0.3000
H  0.74  -1.09  -0.99  0.2353
H  -1.49  0.95  -0.38  0.1913
H  -0.82  -0.16  1.90  0.2395
H  0.43  1.57  0.23  0.2141

Computed properties:
multiplicity = 1
molecular weight = 211.88 g/mol


## two
C4H4Br2 | wB97M-V/def2-TZVPD

Each line ends with the natural charge from an NBO analysis.
Element x y z (Å)
Br  0.88  -2.48  0.04  -0.0032
Br  -3.02  0.19  -0.03  -0.1814
C  -0.76  0.12  0.46  -0.0701
C  0.15  -0.73  -0.46  -0.2922
C  0.30  1.14  0.33  -0.2142
C  1.21  0.42  -0.31  -0.1482
H  -0.31  -0.79  -1.41  0.2319
H  2.24  0.30  -0.76  0.2567
H  0.16  2.08  0.76  0.2202
H  -0.84  -0.25  1.39  0.2006

Computed properties:
multiplicity = 1
molecular weight = 211.88 g/mol


two is the most stable structure; the next one sits 0.0790 hartree above it.


## one
CH3NOS | wB97M-V/def2-TZVPD

Each line ends with the natural charge from an NBO analysis.
Element x y z (Å)
S  -1.15  0.87  -0.44  1.2842
O  -1.86  -0.36  -0.59  -0.9476
N  0.45  0.56  0.15  -0.6750
C  0.87  -0.49  0.64  -0.0157
H  1.84  -0.37  1.49  0.1712
H  0.46  -1.58  0.52  0.1796
H  -0.61  1.37  -1.76  0.0033

Computed properties:
multiplicity = 1
molecular weight = 77.11 g/mol


## two
CH3NOS | wB97M-V/def2-TZVPD

Each line ends with the natural charge from an NBO analysis.
Element x y z (Å)
S  -1.60  0.49  -0.32  0.1434
O  0.97  -0.24  -1.23  -0.5459
N  -0.23  0.07  0.65  -0.8081
C  0.70  -0.64  -0.12  0.5194
H  -0.45  1.93  -1.15  0.1339
H  -0.76  -0.20  1.66  0.4312
H  1.38  -1.41  0.50  0.1262

Computed properties:
multiplicity = 1
molecular weight = 77.11 g/mol


## three
CH3NOS | wB97M-V/def2-TZVPD

Each line ends with the natural charge from an NBO analysis.
Element x y z (Å)
S  2.49  0.69  0.29  -0.2877
O  -2.16  1.39  0.15  -0.3627
N  -1.79  0.30  -0.06  0.2247
C  -1.42  -0.79  0.10  -0.0795
H  3.18  -0.20  -0.38  0.1388
H  -1.52  -1.74  -0.15  0.2208
H  1.22  0.34  0.05  0.1457

Computed properties:
multiplicity = 1
molecular weight = 77.11 g/mol
SMILES = C#[N+][O-].S


one is the most stable structure; the next one sits 0.0240 hartree above it.


## one
C3NO2S | wB97M-V/def2-TZVPD

Each line ends with the natural charge from an NBO analysis.
Element x y z (Å)
S  1.88  -1.10  0.22  -0.2008
O  -1.23  -0.52  0.85  -0.6131
O  -1.64  -0.94  -1.38  -0.6506
N  0.91  2.24  0.58  -0.3519
C  0.64  1.17  0.28  0.2475
C  -0.99  -0.68  -0.38  0.7369
C  0.43  -0.16  -0.17  -0.1679

Computed properties:
multiplicity = 1
molecular weight = 114.10 g/mol
SMILES = N#CC(=S)C(=O)[O-]
total charge = -1


## two
C3NO2S | wB97M-V/def2-TZVPD

Each line ends with the natural charge from an NBO analysis.
Element x y z (Å)
S  0.44  -0.81  2.25  -0.1105
O  0.37  -0.93  -1.74  -0.5972
O  -1.74  -1.01  -0.84  -0.5975
N  0.79  2.30  -0.01  -0.4011
C  0.18  0.04  0.89  -0.4687
C  -0.60  -0.88  -1.09  1.0185
C  0.56  1.29  0.53  0.1565

Computed properties:
multiplicity = 1
molecular weight = 114.10 g/mol
total charge = -1


one is the most stable structure; the next one sits 0.0101 hartree above it.